[1]
Density functional theory data (ωB97M-V/def2-TZVPD) for C23H20N4O4PdS2 as an isolated structure at a distorted geometry.

```
54
Properties=species:S:1:pos:R:3:lowdin_charge:R:1
Pd 0.429 0.065 0.335 0.946
O -1.049 -2.134 3.393 -0.311
S -1.098 -0.822 2.781 0.621
O 0.117 -0.049 2.985 -0.364
N -1.237 -0.926 1.177 -0.211
C -2.324 -1.345 0.494 -0.265
C -3.465 -1.883 1.075 -0.017
C -4.540 -2.292 0.288 -0.073
C -4.515 -2.188 -1.079 -0.050
C -3.387 -1.642 -1.721 -0.158
C -3.290 -1.471 -3.118 -0.004
C -2.175 -0.882 -3.652 -0.047
C -1.144 -0.473 -2.794 -0.114
N -1.193 -0.644 -1.495 0.082
C -2.285 -1.210 -0.939 -0.152
C -2.430 0.128 3.495 -0.282
C -2.565 1.436 3.074 -0.043
C -3.500 2.248 3.697 -0.056
C -4.272 1.744 4.733 -0.075
C -4.124 0.429 5.147 -0.070
C -3.192 -0.387 4.526 -0.063
H -3.506 -1.999 2.148 0.095
H -5.416 -2.685 0.781 0.107
H -5.361 -2.502 -1.670 0.107
H -4.102 -1.802 -3.749 0.118
H -2.079 -0.728 -4.715 0.103
H -0.253 0.010 -3.179 0.116
H -1.922 1.799 2.288 0.089
H -3.618 3.274 3.378 0.109
H -4.999 2.378 5.221 0.104
H -4.726 0.043 5.958 0.106
H -3.034 -1.408 4.835 0.112
O 1.275 1.897 -0.643 -0.099
C 0.584 2.691 0.050 -0.630
O -0.196 2.275 0.939 -0.063
C 0.708 4.154 -0.201 -0.144
C 0.977 4.606 -1.488 -0.024
C 1.077 5.961 -1.735 -0.081
C 0.933 6.862 -0.692 -0.093
C 0.682 6.417 0.596 -0.081
C 0.559 5.061 0.841 -0.024
H 1.090 3.884 -2.281 0.114
H 1.270 6.323 -2.735 0.102
H 1.018 7.919 -0.888 0.099
H 0.583 7.133 1.401 0.101
H 0.351 4.686 1.831 0.114
N 2.717 -0.309 2.231 0.104
C 2.138 -1.243 1.440 -0.995
N 1.602 -2.328 2.036 0.103
S 2.450 -1.259 -0.239 0.643
H 2.299 -0.179 3.147 0.103
H 3.016 0.543 1.769 0.105
H 1.155 -2.220 2.942 0.081
H 1.171 -3.010 1.429 0.104
```

LUMO level (spin up / spin down) = 0.0137 / -1.7527 eV
multiplicity = 3
expectation value of S² = 2.0061

[2]
Density functional theory data (ωB97M-V/def2-TZVPD) for C30H39AsN11O2S4V as an isolated structure at a distorted geometry.

```
88
Properties=species:S:1:pos:R:3:lowdin_charge:R:1
V -2.035 -0.002 0.164 0.267
S -4.506 3.841 -0.062 -0.191
As -2.661 2.974 0.451 -0.429
S -2.802 1.320 1.913 0.192
S -1.667 1.734 -1.087 0.232
S -1.439 4.555 1.142 -0.177
C -1.972 -1.579 3.244 -0.132
N -2.436 -1.822 1.886 -0.302
C -1.879 -3.081 1.428 -0.096
C -3.899 -1.880 1.857 -0.193
C -4.547 -1.379 0.584 -0.248
C -5.842 -1.812 0.318 -0.087
C -6.600 -1.210 -0.670 -0.129
C -6.078 -0.127 -1.358 -0.099
C -4.773 0.271 -1.125 -0.141
C -3.965 -0.359 -0.182 -0.280
H -2.348 -2.343 3.945 0.089
H -2.302 -0.597 3.582 0.031
H -0.882 -1.603 3.262 0.070
H -2.168 -3.914 2.099 0.092
H -0.790 -3.022 1.401 0.074
H -2.237 -3.303 0.427 0.066
H -4.265 -1.222 2.658 0.116
H -4.249 -2.904 2.091 0.119
H -6.268 -2.611 0.919 0.092
H -7.612 -1.549 -0.860 0.080
H -6.693 0.414 -2.065 0.094
H -4.384 1.115 -1.685 0.058
C 0.161 2.142 3.005 -0.094
C 0.785 0.883 2.561 -0.348
N 0.362 0.102 1.594 0.109
C 1.242 -0.937 1.520 -0.152
C 2.212 -0.789 2.460 -0.067
N 1.920 0.374 3.133 -0.024
C 2.647 0.876 4.266 -0.088
N 3.891 1.503 3.925 -0.051
N 5.013 1.190 4.633 0.043
N 5.993 1.923 4.236 0.044
C 5.560 2.745 3.247 -0.248
C 6.224 3.717 2.490 -0.028
C 5.486 4.386 1.535 -0.099
C 4.133 4.121 1.323 -0.063
C 3.450 3.166 2.060 0.020
C 4.181 2.490 3.023 -0.146
H -0.078 2.776 2.143 -0.038
H 0.808 2.711 3.664 0.062
H -0.783 1.949 3.518 0.040
H 1.114 -1.723 0.802 0.093
H 3.075 -1.376 2.701 0.108
H 2.907 0.048 4.941 0.138
H 2.002 1.584 4.804 0.135
H 7.273 3.916 2.652 0.102
H 5.970 5.140 0.930 0.097
H 3.595 4.669 0.566 0.110
H 2.407 2.972 1.885 0.103
C 0.630 0.644 -3.322 -0.199
N 1.714 0.616 -4.315 -0.090
C 2.086 -0.773 -4.539 -0.195
N 2.520 -1.439 -3.315 -0.090
C 1.414 -1.360 -2.353 -0.178
N 1.032 0.013 -2.074 -0.085
C 2.185 0.724 -1.553 -0.181
N 3.313 0.698 -2.493 -0.093
C 2.865 1.304 -3.742 -0.196
C 3.643 -0.696 -2.761 -0.200
H -0.244 0.128 -3.726 0.116
H 0.362 1.684 -3.125 0.098
H 2.906 -0.809 -5.270 0.115
H 1.221 -1.311 -4.941 0.124
H 1.726 -1.851 -1.428 0.116
H 0.557 -1.896 -2.762 0.108
H 2.505 0.258 -0.615 0.108
H 1.912 1.766 -1.363 0.128
H 3.693 1.270 -4.463 0.115
H 2.597 2.347 -3.550 0.124
H 3.951 -1.174 -1.824 0.121
H 4.479 -0.734 -3.472 0.115
O -2.654 -0.176 -3.013 -0.034
C -2.534 -1.338 -2.678 -0.549
C -3.244 -2.485 -3.424 -0.093
C -2.449 -3.696 -2.992 -0.099
C -1.549 -3.131 -1.859 -0.562
O -0.750 -3.836 -1.255 -0.019
N -1.743 -1.813 -1.690 0.125
H -3.249 -2.293 -4.498 0.105
H -4.281 -2.501 -3.080 0.112
H -1.818 -4.089 -3.794 0.105
H -3.054 -4.518 -2.600 0.106
```

LUMO level (spin up / spin down) = 3.7738 / 3.7738 eV
multiplicity = 3
charge = -2
expectation value of S² = 2.0311

[3]
Density functional theory data (ωB97M-V/def2-TZVPD) for C6H11NO as an isolated structure at a distorted geometry.

```
19
Properties=species:S:1:pos:R:3:lowdin_charge:R:1
C 1.639 0.412 0.550 -0.150
C 0.619 -0.604 0.389 -0.371
C -0.406 -0.302 1.404 -0.188
C -0.587 1.416 -0.016 -0.274
C -0.621 0.099 -0.921 -0.282
C 0.585 -0.867 -1.182 -0.054
H 1.340 1.545 -0.182 0.130
H 2.790 -0.193 0.054 0.151
H 1.746 0.459 1.912 0.169
H -1.372 -0.986 1.178 0.142
H 0.058 -0.592 2.281 0.076
H -1.410 1.852 -0.354 0.080
H 0.428 1.874 -0.432 0.087
H -2.475 -0.572 -0.183 0.077
H -1.719 -1.606 -1.739 0.245
H 1.450 -0.463 -1.597 0.048
H 0.554 -2.027 -1.478 0.146
N -1.818 -0.583 -0.962 0.030
O -0.798 1.138 1.280 -0.062
```

LUMO level = 0.6314 eV

[4]
Density functional theory data (ωB97M-V/def2-TZVPD) for C4H12N2 as an isolated structure at a distorted geometry.

```
18
Properties=species:S:1:pos:R:3:lowdin_charge:R:1
C 0.790 -0.871 -0.857 -0.289
N 1.985 -0.879 -0.015 -0.015
C 0.382 0.569 -1.192 -0.189
C -0.790 1.200 -0.376 -0.226
C -1.674 0.359 0.511 -0.206
N -0.599 -0.189 1.709 0.016
H -0.034 -1.285 -0.259 0.074
H 0.930 -1.441 -1.769 0.103
H 2.625 -1.656 -0.080 0.054
H 1.672 -0.651 0.921 0.041
H 0.194 0.648 -2.267 0.095
H 1.210 1.247 -1.011 0.096
H -1.344 1.762 -1.129 0.100
H -0.354 1.992 0.235 0.105
H -2.261 -0.380 -0.031 0.115
H -1.332 -0.737 1.222 -0.020
H -1.063 -0.124 2.621 0.039
H -2.395 1.061 0.941 0.107
```

LUMO level = 0.9850 eV

Summary of M in u
586.99; 839.85; 113.16; 88.15
(order as listed above)
Summary of relative energy (zero: lowest compared OMol25 entry of this formula, charge and spin) in kcal per mole
24.98; 0.00; 260.99; 81.20
(order as listed above)